No. 1
This record from OMol25 describes the molecule C17H16N4O. The level of theory is the ωB97M-V functional and the def2-TZVPD basis.

Summary:
ΔE to the lowest compared entry with this formula, charge and spin: 38.1 kcal/mol
SMILES: Cc1cccc(/N=N\c2c(C)[nH]n(-c3ccccc3)c2=O)c1

CARTESIAN COORDINATES (ANGSTROEM)
C (4.67964, 2.37823, 1.07279)
C (3.86278, 1.40084, 0.28275)
C (3.46465, 1.69749, -1.01695)
C (2.69372, 0.80335, -1.73883)
C (2.28273, -0.38374, -1.16923)
C (2.66837, -0.69352, 0.13773)
N (2.41156, -1.93125, 0.69878)
N (1.33171, -2.52588, 0.69196)
C (0.11979, -1.98383, 0.33864)
C (-0.94149, -2.76843, -0.05216)
C (-0.95422, -4.21602, -0.36542)
N (-2.05653, -1.99915, -0.14601)
N (-1.71475, -0.68266, 0.10094)
C (-2.67937, 0.32616, 0.11877)
C (-2.29327, 1.65839, -0.01290)
C (-3.25312, 2.65204, -0.00737)
C (-4.59657, 2.33640, 0.11480)
C (-4.97849, 1.01281, 0.24809)
C (-4.02940, 0.00730, 0.25482)
C (-0.36498, -0.60732, 0.46798)
O (0.18287, 0.40266, 0.85799)
C (3.48303, 0.19369, 0.84110)
H (5.33247, 1.86141, 1.77235)
H (5.28361, 3.00122, 0.41672)
H (4.01940, 3.02955, 1.64617)
H (3.76402, 2.63334, -1.46703)
H (2.40111, 1.03910, -2.75257)
H (1.69194, -1.09213, -1.73516)
H (-1.84278, -4.68880, 0.04828)
H (-0.94751, -4.38172, -1.44345)
H (-0.06319, -4.66894, 0.06045)
H (-2.83170, -2.18856, -0.76547)
H (-1.24755, 1.90087, -0.10006)
H (-2.94722, 3.68251, -0.10597)
H (-5.34163, 3.11721, 0.11237)
H (-6.02224, 0.75690, 0.35495)
H (-4.34060, -1.01817, 0.39090)
H (3.77320, -0.06135, 1.84924)

Cartesian forces, eV/Å:
C -0.1 0.0 0.0
C 0.0 0.0 -0.1
C 0.0 0.0 0.0
C 0.0 0.1 -0.1
C 0.0 -0.3 0.2
C 0.0 1.4 -0.8
N 0.6 -1.0 0.6
N 0.2 -0.9 0.3
C -1.1 0.6 -0.6
C 0.3 0.4 0.2
C -0.1 0.0 0.0
N -0.1 -0.2 0.2
N 0.3 -0.2 -0.2
C -0.4 0.2 0.1
C 0.2 0.0 0.0
C -0.1 -0.1 0.0
C -0.1 0.1 0.0
C 0.0 0.1 -0.1
C 0.2 -0.1 0.0
C 0.0 0.0 0.0
O 0.0 0.1 0.1
C -0.3 -0.2 -0.1
H 0.1 0.0 0.1
H 0.1 0.1 0.0
H 0.0 0.1 0.1
H 0.1 0.1 0.0
H 0.0 0.0 -0.1
H 0.0 0.0 0.0
H 0.0 -0.1 0.0
H 0.0 0.0 0.0
H 0.0 0.0 0.0
H 0.2 0.1 -0.1
H 0.1 0.0 0.0
H 0.0 0.1 0.0
H -0.1 0.1 0.0
H -0.1 0.0 0.0
H 0.0 -0.1 0.0
H 0.1 -0.1 0.1

***

No. 2
This record from OMol25 describes a cluster of 2 separate species, C26H18F4O4S2 in total. The level of theory is the ωB97M-V functional and the def2-TZVPD basis.

CARTESIAN COORDINATES (ANGSTROEM)
F (-3.19110, 2.36111, 1.89211)
C (-2.92970, 1.01078, 1.84846)
C (-4.01157, 0.13399, 1.86841)
C (-3.70092, -1.22414, 1.93448)
F (-4.74172, -2.12001, 2.01476)
C (-2.40804, -1.69890, 1.96493)
C (-1.30635, -0.78485, 1.99574)
C (-0.02505, -1.33418, 2.24708)
C (1.27110, -0.77958, 2.11334)
C (2.36127, -1.70295, 1.98572)
C (3.65416, -1.23971, 1.86551)
F (4.68729, -2.14790, 1.80092)
C (3.97432, 0.12022, 1.82430)
C (2.90941, 1.00734, 1.97794)
F (3.18896, 2.35679, 1.97586)
C (1.59595, 0.60587, 2.15488)
C (-1.60716, 0.59491, 1.83135)
H (-5.03330, 0.49156, 1.81744)
H (-2.20252, -2.76348, 2.02220)
H (-0.02108, -2.39823, 2.48610)
H (2.14036, -2.76897, 1.99287)
H (4.98800, 0.47161, 1.67654)
H (0.83012, 1.34006, 2.37687)
H (-0.80687, 1.31910, 1.74483)
C (-5.06901, 1.38557, 5.96350)
C (-4.87745, 0.02504, 5.71448)
C (-3.58929, -0.49697, 5.64060)
C (-2.49300, 0.36090, 5.73457)
S (-0.83879, -0.29692, 5.51732)
C (-0.41537, -0.62137, 7.09616)
S (1.04698, -1.26562, 7.71829)
C (2.27269, -0.00092, 7.32683)
C (2.96215, -0.09547, 6.11931)
C (3.83928, 0.92091, 5.75229)
C (4.00908, 2.03796, 6.57098)
C (3.30560, 2.12753, 7.77407)
C (2.44752, 1.09981, 8.16710)
O (0.86833, -1.25887, 9.15647)
O (1.49116, -2.44396, 7.00733)
O (-1.03194, -1.51807, 4.76281)
O (-0.06942, 0.79165, 4.94784)
C (-2.67275, 1.71030, 6.04969)
C (-3.96592, 2.22358, 6.14809)
H (-6.07989, 1.78537, 6.03842)
H (-5.72487, -0.64816, 5.58918)
H (-3.42640, -1.56268, 5.49414)
H (-1.13904, -0.28846, 7.82749)
H (2.81819, -0.96571, 5.47920)
H (4.38400, 0.81924, 4.81589)
H (4.68768, 2.83125, 6.26883)
H (3.41775, 2.99780, 8.41857)
H (1.90846, 1.14246, 9.11363)
H (-1.80172, 2.34327, 6.20779)
H (-4.10172, 3.28134, 6.37335)

Cartesian forces, eV/Å:
F 0.3 -1.5 -0.3
C 0.0 0.9 0.1
C 0.6 -0.1 0.0
C -0.7 -0.6 0.0
F 1.1 0.9 -0.2
C 0.5 0.2 0.4
C -1.5 0.3 -0.5
C -0.3 -0.3 -0.1
C 1.7 0.6 0.3
C -0.7 0.1 0.2
C 0.9 -0.5 -0.1
F -1.2 1.0 -0.1
C -0.7 -0.3 0.0
C 0.1 0.9 0.1
F -0.3 -1.6 0.0
C -0.3 -0.2 -0.1
C 0.2 -0.2 0.3
H 0.1 -0.1 0.2
H -0.2 0.1 0.2
H -0.1 0.2 -0.2
H 0.3 0.2 0.0
H -0.1 -0.1 0.1
H 0.4 0.0 0.1
H -0.5 0.0 0.1
C 0.1 0.0 0.0
C 0.0 0.0 0.1
C 0.1 0.1 -0.3
C -0.2 0.1 0.4
S -0.8 0.7 2.4
C 0.0 -0.3 0.5
S -0.5 0.9 -0.2
C 0.0 -0.1 0.0
C 0.1 0.1 0.2
C -0.1 0.0 0.1
C -0.1 -0.2 0.0
C 0.0 -0.2 0.0
C 0.0 -0.1 -0.2
O 0.3 -0.3 -0.4
O -0.1 0.1 0.2
O 0.8 -0.6 -1.7
O 0.4 -0.1 -1.2
C -0.1 -0.2 -0.3
C 0.0 -0.1 0.0
H 0.2 -0.1 0.0
H 0.1 0.2 0.1
H 0.0 0.2 -0.1
H 0.2 0.0 0.0
H 0.0 0.2 0.2
H 0.0 0.2 0.2
H -0.1 -0.1 0.1
H 0.1 -0.2 -0.2
H 0.1 0.0 -0.3
H -0.2 -0.1 -0.1
H 0.0 -0.3 0.0

***

No. 3
This record from OMol25 describes a structure of composition C20H47ClIrO2P2. The level of theory is the ωB97M-V functional and the def2-TZVPD basis.

Summary:
2S+1: 5
Total charge: -1

CARTESIAN COORDINATES (ANGSTROEM)
Ir (-0.26230, 0.08041, -0.41216)
P (-0.89819, 2.24703, -0.37310)
C (-1.14921, 2.86897, -2.13529)
C (-2.45805, 2.79254, 0.50032)
C (0.52010, 3.31594, 0.22565)
C (-1.70684, 1.82634, -3.09540)
H (-0.12175, 3.07668, -2.45229)
C (-1.96439, 4.15503, -2.25571)
H (-3.03511, 3.95553, -2.20205)
H (-1.77368, 4.60597, -3.23311)
H (-1.72654, 4.90307, -1.50447)
H (-0.93116, 1.14505, -3.43669)
H (-2.11974, 2.32957, -3.97306)
H (-2.50667, 1.23753, -2.64663)
H (1.27819, 3.03845, -0.51384)
C (1.05446, 2.92160, 1.59483)
C (0.31141, 4.82329, 0.15196)
H (0.35489, 5.20152, -0.86720)
H (1.10236, 5.32551, 0.71497)
H (-0.63856, 5.12719, 0.59447)
H (0.73185, 1.93056, 1.89550)
H (0.75137, 3.62420, 2.37203)
H (2.14758, 2.91927, 1.57085)
C (-3.63976, 1.94784, 0.03956)
H (-2.62499, 3.81964, 0.15913)
C (-2.35209, 2.82869, 2.01840)
H (-3.93315, 2.16213, -0.98687)
H (-4.50406, 2.15354, 0.67609)
H (-3.41312, 0.88621, 0.11122)
H (-1.87763, 1.93417, 2.41725)
H (-3.35633, 2.88989, 2.44617)
H (-1.79998, 3.69968, 2.36760)
Cl (-1.66434, -0.56479, 1.50271)
H (-1.10204, -0.30675, -1.56275)
H (1.19342, 0.47344, 0.48643)
P (0.75902, -2.20924, -0.43942)
C (2.63217, -2.18048, -0.55488)
C (0.41461, -3.45818, 0.90366)
C (0.23381, -2.89503, -2.07567)
C (3.31988, -1.08427, 0.24395)
H (2.78400, -1.94570, -1.61335)
C (3.30011, -3.52095, -0.25491)
H (3.39559, -3.68922, 0.81813)
H (4.31301, -3.51271, -0.66634)
H (2.78709, -4.37859, -0.68280)
H (3.20896, -0.11345, -0.23164)
H (4.38947, -1.30333, 0.30971)
H (2.93918, -1.01268, 1.26276)
H (0.69548, -2.15658, -2.73877)
C (-1.26982, -2.85246, -2.32058)
C (0.79007, -4.26737, -2.42706)
H (1.85268, -4.24298, -2.65690)
H (0.27833, -4.64488, -3.31671)
H (0.62348, -4.99494, -1.63092)
H (-1.79808, -2.26837, -1.57031)
H (-1.70620, -3.85125, -2.34441)
H (-1.46198, -2.39271, -3.29347)
C (0.84933, -2.93399, 2.26674)
H (1.06059, -4.30234, 0.64977)
C (-1.01734, -3.97340, 0.93311)
H (1.91920, -3.03959, 2.43555)
H (0.33312, -3.48145, 3.05313)
H (0.59866, -1.88488, 2.37997)
H (-1.74331, -3.16576, 1.00310)
H (-1.14951, -4.61253, 1.81022)
H (-1.25111, -4.57563, 0.05736)
C (2.02700, -0.05872, 3.20929)
C (0.68540, 0.04960, 2.50440)
O (-0.20053, 0.54926, 3.22659)
O (0.42199, -0.83206, 1.24544)
H (1.92456, 0.41839, 4.20763)
H (2.80169, 0.52811, 2.68883)
H (2.37344, -1.08454, 3.41428)

Cartesian forces, eV/Å:
Ir 3.4 0.8 -0.5
P 0.1 -0.1 -0.1
C 0.1 0.3 0.4
C 0.3 0.4 -0.3
C -0.4 0.2 -0.4
C -0.2 -0.1 -0.2
H 0.0 0.1 0.0
C 0.0 0.2 -0.2
H 0.0 -0.1 0.1
H -0.1 0.0 -0.1
H 0.0 0.0 0.0
H -0.1 -0.2 0.1
H 0.0 0.1 -0.1
H 0.1 0.0 0.0
H 0.0 -0.1 0.0
C 0.0 0.1 0.2
C 0.1 0.2 -0.1
H -0.1 0.1 -0.1
H 0.0 0.0 0.0
H 0.0 0.0 0.1
H 0.1 0.1 0.0
H -0.2 0.1 0.0
H 0.0 0.0 0.0
C -0.1 -0.2 0.0
H 0.0 0.0 0.0
C 0.1 -0.2 0.2
H 0.0 0.0 -0.1
H 0.0 0.0 0.0
H 0.0 -0.1 0.0
H 0.1 -0.1 0.1
H 0.0 0.0 0.0
H 0.2 0.0 0.0
Cl -3.8 -1.0 0.0
H -2.5 -0.5 -2.6
H 0.2 1.3 -1.5
P -0.7 1.2 -1.0
C -0.4 -0.2 -0.2
C 0.2 -0.1 -0.3
C 0.8 -0.8 0.0
C 0.1 0.1 0.2
H 0.0 -0.1 -0.1
C 0.2 -0.2 -0.1
H -0.1 0.0 0.1
H 0.1 0.0 0.0
H 0.0 0.0 0.0
H -0.1 0.1 0.1
H 0.1 -0.1 0.0
H 0.1 0.0 -0.2
H 0.0 0.0 0.0
C -0.4 0.1 0.1
C -0.1 -0.2 -0.5
H 0.1 0.0 0.1
H 0.1 -0.1 -0.1
H 0.0 0.0 0.1
H 0.0 0.0 0.0
H 0.1 -0.1 0.1
H -0.1 0.0 0.1
C 0.0 -0.9 0.9
H 0.0 -0.1 -0.1
C -0.3 0.0 -0.1
H 0.2 -0.1 -0.1
H 0.0 -0.4 0.1
H 0.0 -1.5 0.8
H 0.0 0.1 0.0
H 0.0 0.0 0.0
H 0.0 0.0 -0.2
C 0.3 -0.2 0.1
C 2.1 1.0 0.7
O -1.4 0.0 0.4
O 1.6 1.5 5.2
H -0.2 -0.3 -0.7
H 0.1 -0.4 0.0
H 0.3 0.1 -0.2

***

DFT total energy, record by record: -951.60948 -2498.19059 -2187.64686 Ha